1.
Computed, not measured: C38H51BrCoNP2Si as an isolated structure in a non-equilibrium geometry, with ωB97M-V with the def2-TZVPD basis set.

Last column: Mulliken charge in e.
Cartesian coordinates (Å):
Co: 0.20 -0.21 -0.74  0.541
C: -1.23 -4.96 -0.02  -1.576
C: -1.40 -3.47 -0.30  1.329
C: -2.24 -2.82 0.79  -1.485
P: 0.19 -2.54 -0.46  0.925
C: 1.25 -3.60 -1.52  0.433
C: 2.65 -3.00 -1.65  -1.390
C: 0.60 -3.80 -2.89  -1.329
C: 0.92 -2.60 1.18  -1.079
C: 1.55 -3.70 1.75  -0.273
C: 2.09 -3.67 3.02  0.368
C: 2.78 -4.86 3.63  -1.592
C: 1.96 -2.47 3.73  -1.148
C: 1.35 -1.35 3.19  -1.005
C: 0.82 -1.38 1.88  -0.031
N: 0.30 -0.28 1.23  1.496
C: 0.00 0.90 1.92  -1.203
C: -0.72 0.96 3.11  0.195
C: -0.96 2.18 3.73  -1.101
C: -0.50 3.37 3.18  0.612
C: -0.69 4.69 3.90  -1.613
C: 0.18 3.32 1.97  -0.189
C: 0.40 2.11 1.33  -0.431
P: 1.34 1.69 -0.17  0.284
C: 3.01 1.43 0.59  0.869
C: 3.76 2.73 0.85  -1.598
C: 3.83 0.39 -0.17  -1.100
C: 1.38 3.07 -1.40  2.442
C: 1.35 4.52 -0.93  -1.596
C: 2.51 2.83 -2.40  -1.473
H: -2.21 -5.42 0.08  0.496
H: -0.69 -5.12 0.91  0.263
H: -0.71 -5.49 -0.82  0.360
H: -1.89 -3.33 -1.27  0.033
H: -1.77 -2.95 1.77  0.286
H: -3.23 -3.27 0.82  0.548
H: -2.37 -1.75 0.62  0.071
H: 1.33 -4.57 -1.02  0.504
H: 2.60 -2.01 -2.12  0.130
H: 3.28 -3.64 -2.26  0.588
H: 3.12 -2.90 -0.67  0.229
H: 0.40 -2.83 -3.37  0.113
H: -0.34 -4.35 -2.83  0.268
H: 1.27 -4.36 -3.54  0.513
H: 1.65 -4.62 1.17  0.390
H: 3.31 -5.44 2.87  0.370
H: 2.07 -5.54 4.11  0.281
H: 3.50 -4.56 4.38  0.404
H: 2.37 -2.41 4.73  0.380
H: 1.31 -0.44 3.76  0.437
H: -1.11 0.04 3.54  0.619
H: -1.52 2.20 4.66  0.335
H: -1.41 4.59 4.71  0.399
H: -1.04 5.47 3.22  0.352
H: 0.25 5.04 4.33  0.297
H: 0.51 4.25 1.52  0.413
H: 2.74 0.99 1.56  0.377
H: 4.12 3.18 -0.07  0.252
H: 4.63 2.52 1.48  0.471
H: 3.14 3.46 1.38  0.251
H: 4.07 0.73 -1.18  0.247
H: 3.30 -0.55 -0.24  -0.035
H: 4.78 0.21 0.35  0.490
H: 0.44 2.88 -1.92  -0.761
H: 2.17 4.76 -0.25  0.170
H: 0.41 4.76 -0.45  0.243
H: 1.44 5.17 -1.81  0.500
H: 3.46 3.22 -2.03  0.294
H: 2.28 3.34 -3.34  0.424
H: 2.64 1.77 -2.63  0.199
C: -2.38 4.95 -2.71  -0.504
C: -2.10 3.86 -3.52  -0.752
C: -1.91 2.60 -2.96  -0.068
C: -2.01 2.42 -1.58  0.170
C: -2.28 3.53 -0.78  0.201
C: -2.47 4.79 -1.34  -0.828
Si: -1.86 0.75 -0.74  -0.099
C: -3.13 -0.46 -1.41  0.644
C: -4.33 -0.61 -0.70  -0.090
C: -5.28 -1.54 -1.10  -0.760
C: -5.06 -2.33 -2.21  -0.580
C: -3.88 -2.18 -2.94  -0.500
C: -2.93 -1.26 -2.54  -0.191
H: -2.55 5.93 -3.15  0.405
H: -2.02 3.98 -4.60  0.416
H: -1.68 1.76 -3.60  0.377
H: -2.35 3.41 0.30  0.389
H: -2.69 5.64 -0.70  0.418
H: -2.29 1.03 0.65  -0.401
H: -4.51 0.00 0.18  0.363
H: -6.20 -1.65 -0.53  0.407
H: -5.80 -3.06 -2.52  0.387
H: -3.71 -2.79 -3.82  0.444
H: -2.01 -1.16 -3.10  0.195
Br: 0.44 -0.07 -3.07  -0.530

## Properties
E_HOMO (alpha / beta) ... -6.85 / -6.85 eV
Kohn-Sham gap (alpha / beta) ... 6.45 / 6.46 eV
Net charge ... 0

2.
Computed, not measured: C38H51N9O2P2SV as an isolated structure in a non-equilibrium geometry, with ωB97M-V with the def2-TZVPD basis set.

Last column: Mulliken charge in e.
Cartesian coordinates (Å):
V: 0.46 -0.35 0.15  0.188
C: -2.34 -1.13 2.28  -0.564
C: -1.56 -2.31 1.82  0.445
C: -2.01 -3.59 2.14  -1.091
C: -1.25 -4.69 1.82  -1.166
C: -0.01 -4.50 1.24  -0.758
C: 0.40 -3.20 0.96  0.428
N: -0.39 -2.12 1.17  1.237
C: 1.78 -2.93 0.51  0.018
C: 2.76 -3.90 0.43  -0.816
C: 4.06 -3.51 0.13  -1.651
C: 4.34 -2.17 -0.07  -1.139
C: 3.30 -1.25 0.02  0.519
N: 2.05 -1.64 0.29  1.741
C: 3.47 0.19 -0.22  0.421
C: 4.73 0.77 -0.18  -1.062
C: 4.85 2.12 -0.45  -1.186
C: 3.72 2.83 -0.79  -0.875
C: 2.48 2.19 -0.81  0.426
C: 1.27 2.96 -1.23  -1.469
N: 2.35 0.89 -0.49  0.990
H: -3.29 -1.44 2.71  0.646
H: -2.53 -0.44 1.45  -0.515
H: -1.78 -0.59 3.04  0.220
H: -2.95 -3.69 2.66  0.534
H: -1.60 -5.69 2.05  0.490
H: 0.63 -5.34 1.03  0.502
H: 2.55 -4.94 0.61  0.581
H: 4.85 -4.25 0.06  0.472
H: 5.34 -1.86 -0.31  0.585
H: 5.60 0.19 0.09  0.505
H: 5.82 2.61 -0.41  0.465
H: 3.77 3.88 -1.03  0.611
H: 1.37 4.01 -0.98  0.545
H: 0.36 2.56 -0.80  -0.216
H: 1.17 2.89 -2.32  0.260
S: -1.53 1.05 -0.22  -0.537
C: -1.29 2.06 1.19  0.780
N: -2.23 2.94 1.50  -0.592
N: -2.05 3.86 2.43  -0.181
C: -0.86 4.53 2.81  0.586
C: -0.73 4.96 4.12  -0.485
C: 0.37 5.72 4.50  -0.538
C: 1.33 6.06 3.56  -0.676
C: 1.19 5.63 2.25  -0.448
C: 0.10 4.87 1.86  -0.227
N: -0.21 1.88 2.00  -0.977
N: 0.53 0.86 1.78  1.504
C: 1.64 0.80 2.66  -0.026
C: 2.36 1.95 2.98  -0.198
C: 3.49 1.85 3.78  -0.728
C: 3.90 0.61 4.26  -0.727
C: 3.17 -0.53 3.95  -0.721
C: 2.05 -0.44 3.14  -0.164
H: -2.91 4.31 2.69  0.246
H: -1.49 4.70 4.85  0.442
H: 0.46 6.05 5.52  0.411
H: 2.19 6.65 3.85  0.442
H: 1.94 5.91 1.51  0.438
H: -0.01 4.55 0.84  0.371
H: 2.03 2.91 2.61  0.347
H: 4.05 2.74 4.03  0.488
H: 4.78 0.54 4.89  0.431
H: 3.48 -1.49 4.35  0.495
H: 1.47 -1.32 2.91  0.283
C: -0.02 -3.75 -2.51  -1.072
C: -0.54 -2.44 -3.09  -0.764
P: 0.36 -0.96 -2.49  1.702
C: -0.30 0.43 -3.52  -0.448
C: -1.21 0.08 -4.70  -1.436
C: 2.05 -1.19 -3.19  -0.495
C: 2.13 -1.53 -4.67  -1.467
H: -0.47 -4.60 -3.02  0.516
H: -0.26 -3.83 -1.45  0.013
H: 1.07 -3.84 -2.62  0.301
H: -1.59 -2.30 -2.82  0.020
H: -0.49 -2.47 -4.18  0.596
H: 0.58 0.97 -3.88  0.479
H: -0.82 1.11 -2.85  0.190
H: -0.71 -0.57 -5.43  0.300
H: -1.50 0.99 -5.22  0.478
H: -2.13 -0.40 -4.37  0.205
H: 2.56 -1.96 -2.59  0.249
H: 2.59 -0.26 -2.99  0.436
H: 1.73 -2.53 -4.87  0.293
H: 3.17 -1.52 -5.01  0.475
H: 1.57 -0.82 -5.28  0.288
N: -5.77 -3.43 -1.73  -0.235
C: -6.23 -2.00 -1.86  -0.893
P: -4.66 -1.01 -1.58  1.451
O: -4.28 -0.29 -2.82  -0.926
O: -3.81 -2.04 -0.90  -0.763
C: -5.14 0.37 -0.41  -0.851
N: -4.49 1.60 -0.96  0.108
H: -6.40 -4.02 -1.20  0.365
H: -4.82 -3.31 -1.24  0.251
H: -5.62 -3.86 -2.64  0.361
H: -6.99 -1.82 -1.11  0.401
H: -6.65 -1.83 -2.85  0.392
H: -4.77 0.19 0.60  0.268
H: -6.21 0.51 -0.39  0.587
H: -3.47 1.60 -0.68  -0.628
H: -4.93 2.46 -0.66  0.420
H: -4.49 1.50 -1.99  0.473

## Properties
Spin multiplicity ... 4
E_HOMO (alpha / beta) ... -11.40 / -11.64 eV
⟨S²⟩ ... 3.99
Kohn-Sham gap (alpha / beta) ... 6.41 / 6.54 eV
Net charge ... +2
Energy above the lowest of the compared OMol25 structures with the same formula, charge and spin ... 0.000 eV

3.
Computed, not measured: C38H52BN10S4Tc as an isolated structure in a non-equilibrium geometry, with ωB97M-V with the def2-TZVPD basis set.

Last column: Mulliken charge in e.
Cartesian coordinates (Å):
Tc: 0.02 1.11 0.23  0.425
C: 0.53 3.53 -4.39  -1.790
C: -0.98 3.72 -4.27  1.204
C: -1.29 4.96 -3.43  -1.464
C: -1.54 3.87 -5.69  -1.765
N: -1.69 2.56 -3.63  0.524
C: -3.07 2.46 -3.76  -0.335
C: -3.48 1.41 -3.03  -1.380
N: -2.37 0.85 -2.44  0.509
B: -2.49 -0.46 -1.64  -0.327
N: -1.51 -1.54 -2.19  0.975
C: -1.93 -2.19 -3.33  -1.589
C: -0.92 -2.94 -3.79  -0.124
N: 0.14 -2.77 -2.92  0.768
C: -0.22 -1.90 -1.94  -0.525
S: 1.74 -0.76 -0.03  0.092
C: 1.51 -3.30 -3.22  1.535
C: 2.43 -2.13 -3.57  -1.342
C: 2.08 -4.13 -2.06  -1.471
C: 1.43 -4.22 -4.44  -2.291
N: -2.46 -0.22 -0.06  1.094
C: -3.02 -1.25 0.67  -1.683
C: -3.50 -0.75 1.82  -0.330
N: -3.25 0.61 1.84  0.541
C: -2.61 0.92 0.68  0.140
S: -1.89 2.44 0.24  -0.606
C: -3.60 1.41 3.07  1.016
C: -2.71 0.89 4.20  -1.149
C: -3.40 2.91 2.93  -2.081
C: -5.08 1.15 3.38  -1.606
C: -1.29 1.57 -2.79  0.202
S: 0.30 1.24 -2.20  -0.367
H: 0.92 4.33 -5.02  0.557
H: 0.78 2.58 -4.85  0.428
H: 1.02 3.59 -3.42  0.274
H: -0.76 5.82 -3.84  0.474
H: -0.96 4.80 -2.40  0.242
H: -2.36 5.18 -3.42  0.368
H: -0.97 4.65 -6.21  0.475
H: -2.58 4.18 -5.70  0.454
H: -1.43 2.94 -6.25  0.401
H: -3.64 3.15 -4.35  0.573
H: -4.46 1.01 -2.89  0.645
H: -3.59 -0.88 -1.85  -0.110
H: -2.92 -2.04 -3.73  0.635
H: -0.90 -3.58 -4.65  0.594
H: 2.40 -1.36 -2.81  0.093
H: 2.12 -1.68 -4.51  0.389
H: 3.45 -2.48 -3.67  0.446
H: 2.44 -3.50 -1.24  0.169
H: 2.93 -4.70 -2.42  0.524
H: 1.33 -4.82 -1.67  0.351
H: 1.04 -3.70 -5.31  0.529
H: 0.81 -5.10 -4.24  0.460
H: 2.43 -4.56 -4.68  0.480
H: -3.08 -2.25 0.28  0.787
H: -4.02 -1.24 2.62  0.625
H: -1.65 1.01 3.93  0.090
H: -2.90 -0.16 4.41  0.275
H: -2.90 1.45 5.12  0.548
H: -2.36 3.19 2.85  0.363
H: -3.80 3.38 3.83  0.531
H: -3.95 3.32 2.08  0.471
H: -5.30 0.09 3.49  0.423
H: -5.71 1.56 2.59  0.393
H: -5.34 1.65 4.31  0.458
C: -0.55 -3.79 4.70  -1.464
C: -1.00 -2.52 4.00  -0.205
N: -0.77 -2.62 2.56  0.471
C: 0.14 -1.97 1.86  -0.489
S: 0.21 -2.25 0.08  -0.216
N: 0.78 -0.88 2.37  0.965
N: 0.50 0.54 2.04  -0.838
C: 1.97 0.77 2.28  1.344
C: 2.33 0.92 3.75  -2.177
C: 2.49 1.89 1.45  0.508
C: 3.72 2.49 1.64  -0.659
C: 4.08 3.56 0.84  -0.832
C: 3.17 4.03 -0.10  -1.026
C: 1.96 3.38 -0.24  -0.146
N: 1.63 2.31 0.50  0.212
H: -0.75 -3.72 5.77  0.410
H: 0.51 -3.97 4.55  0.321
H: -1.10 -4.66 4.32  0.415
H: -0.45 -1.65 4.36  0.252
H: -2.06 -2.35 4.17  0.328
H: -1.09 -3.49 2.13  0.439
H: 3.38 0.67 3.91  0.455
H: 1.73 0.25 4.36  0.306
H: 2.15 1.95 4.08  0.476
H: 4.38 2.11 2.41  0.504
H: 5.05 4.03 0.97  0.485
H: 3.40 4.88 -0.72  0.478
H: 1.23 3.70 -0.96  0.548
C: 2.12 -0.71 1.81  0.705
C: 3.22 -1.61 2.25  0.060
C: 3.07 -2.39 3.39  -0.097
C: 4.12 -3.18 3.83  -1.028
C: 5.33 -3.18 3.14  -0.608
C: 5.47 -2.40 2.00  -1.020
C: 4.43 -1.62 1.55  -0.334
H: 2.14 -2.37 3.94  0.338
H: 4.00 -3.79 4.72  0.483
H: 6.15 -3.79 3.49  0.436
H: 6.41 -2.41 1.46  0.469
H: 4.53 -1.02 0.66  0.522

## Properties
E_HOMO ... -12.41 eV
Kohn-Sham gap ... 6.97 eV
Net charge ... +2
Energy above the lowest of the compared OMol25 structures with the same formula, charge and spin ... 3.177 eV

4.
Computed, not measured: C38H52N5O6PdSi4 as an isolated structure, with ωB97M-V with the def2-TZVPD basis set.

Last column: Mulliken charge in e.
Cartesian coordinates (Å):
Pd: -0.93 -0.37 -0.39  -1.143
C: 2.86 5.45 0.00  -1.343
C: 1.48 6.01 0.23  0.806
C: 1.30 7.30 0.70  -0.688
C: 0.03 7.82 0.94  -0.713
C: -1.08 7.03 0.69  -0.822
C: -0.92 5.74 0.19  -0.086
C: 0.35 5.22 -0.02  -0.245
N: 0.54 3.93 -0.53  0.609
C: -0.29 2.81 -0.34  -0.716
N: -0.82 2.74 0.91  1.055
C: -1.85 1.89 1.41  0.424
C: -2.00 0.58 0.97  -1.011
C: -3.12 -0.12 1.43  -0.092
C: -4.00 0.43 2.34  -1.078
C: -3.77 1.71 2.84  -0.878
C: -2.70 2.46 2.37  1.155
C: -2.45 3.85 2.92  -1.358
N: -0.43 1.92 -1.25  0.402
C: -0.09 2.28 -2.58  -0.694
C: -0.73 3.35 -3.20  -0.091
C: -0.41 3.74 -4.50  -0.666
C: 0.57 3.04 -5.20  -0.693
C: 1.18 1.95 -4.59  -0.716
C: 0.86 1.53 -3.30  0.742
C: 1.48 0.30 -2.71  -0.658
H: 3.62 6.09 0.45  0.422
H: 3.09 5.36 -1.07  0.340
H: 2.95 4.45 0.42  0.144
H: 2.17 7.92 0.90  0.369
H: -0.09 8.83 1.32  0.381
H: -2.08 7.42 0.86  0.401
H: -1.79 5.13 -0.04  0.662
H: 1.20 3.82 -1.28  0.545
H: -0.62 3.55 1.48  0.251
H: -3.29 -1.13 1.07  0.383
H: -4.85 -0.14 2.70  0.387
H: -4.44 2.14 3.58  0.313
H: -3.17 4.07 3.71  0.413
H: -2.56 4.62 2.15  0.209
H: -1.45 3.94 3.35  0.311
H: -1.49 3.89 -2.65  0.423
H: -0.92 4.57 -4.96  0.401
H: 0.84 3.33 -6.21  0.374
H: 1.93 1.38 -5.14  0.400
H: 2.39 0.03 -3.25  0.585
H: 0.79 -0.54 -2.76  0.095
H: 1.72 0.43 -1.65  -0.318
C: 3.39 -3.40 1.25  -1.315
Si: 1.93 -2.95 0.13  0.838
C: 0.96 -4.55 -0.09  -0.865
C: 2.70 -2.56 -1.53  -0.995
Si: 0.64 -1.28 1.11  1.193
Si: 2.07 0.28 2.13  0.222
C: 3.30 -0.50 3.35  -1.196
C: 1.25 1.57 3.23  -0.739
C: 3.16 1.22 0.91  -0.726
Si: -0.47 -2.31 2.87  0.258
C: 0.69 -3.42 3.88  -1.074
C: -1.12 -1.06 4.12  -0.807
C: -1.86 -3.42 2.29  -0.924
H: 3.79 -4.38 0.96  0.404
H: 3.09 -3.46 2.30  0.327
H: 4.19 -2.67 1.16  0.276
H: 1.66 -5.39 -0.19  0.582
H: 0.36 -4.50 -1.00  -0.039
H: 0.30 -4.76 0.76  0.081
H: 3.31 -3.41 -1.86  0.545
H: 3.35 -1.68 -1.48  0.236
H: 1.92 -2.38 -2.27  0.010
H: 2.76 -1.02 4.15  0.244
H: 3.91 0.29 3.82  0.401
H: 3.97 -1.21 2.88  0.296
H: 0.84 1.09 4.13  0.343
H: 0.44 2.10 2.73  -0.163
H: 2.01 2.30 3.55  0.473
H: 3.64 0.53 0.21  0.269
H: 3.94 1.75 1.46  0.462
H: 2.58 1.94 0.33  -0.067
H: 1.56 -2.86 4.24  0.217
H: 1.06 -4.26 3.28  0.209
H: 0.17 -3.84 4.76  0.377
H: -0.29 -0.59 4.65  0.217
H: -1.76 -1.56 4.85  0.428
H: -1.71 -0.27 3.64  0.065
H: -1.46 -4.39 1.95  0.380
H: -2.40 -2.98 1.46  0.016
H: -2.56 -3.61 3.11  0.517
O: -2.42 -2.26 -0.99  -0.699
C: -1.52 -2.58 -1.77  0.629
O: -0.43 -1.95 -1.95  -0.797
C: -1.72 -3.84 -2.58  -0.048
C: -2.01 -5.03 -1.93  -0.475
C: -2.16 -6.18 -2.67  -0.066
C: -2.09 -6.19 -4.05  -0.530
C: -1.84 -4.99 -4.67  -0.288
C: -1.63 -3.82 -3.97  -0.147
N: -1.79 -4.96 -6.16  1.055
O: -1.92 -6.00 -6.74  -0.639
O: -1.62 -3.89 -6.68  -0.622
N: -2.43 -7.47 -1.98  1.101
O: -2.50 -7.45 -0.78  -0.626
O: -2.52 -8.46 -2.67  -0.648
H: -2.13 -5.06 -0.86  0.608
H: -2.23 -7.09 -4.62  0.601
H: -1.39 -2.90 -4.49  0.625

## Properties
E_HOMO (alpha / beta) ... -4.03 / -4.03 eV
Kohn-Sham gap (alpha / beta) ... 5.37 / 5.36 eV
Net charge ... -1

| no. | energy (eV) | M (g/mol) |
| --- | --- | --- |
| 1 | -175851.75064 | 750.70 |
| 2 | -112832.26761 | 810.85 |
| 3 | -101355.80120 | 885.98 |
| 4 | -94977.22849 | 893.63 |